Entry 1:
The following is a quantum chemistry calculation of the ion C6H13O with charge -1, from the Open Molecules 2025 dataset.

Geometry as ORCA input:
```
! wB97M-V def2-TZVPD RIJCOSX def2/J DEFGRID3
* xyz -1 1
C 2.16394 -1.05521 0.76898
O 3.18510 -1.10265 1.60209
C 0.98126 0.04649 0.95180
C -0.06892 -0.03367 -0.12322
C -0.82129 -1.39214 -0.15013
C -0.70955 1.29246 -0.02156
C -1.53236 1.51717 -1.36748
H 2.45832 -1.01397 -0.38804
H 1.56695 -2.05086 0.72108
H 0.49677 -0.21011 1.96715
H 1.51070 1.04186 0.99494
H 0.50081 -0.08181 -1.03825
H -1.59757 -1.38170 -0.75642
H -0.09621 -2.27621 -0.32695
H -1.34025 -1.65319 0.91417
H -0.13829 2.23532 0.17384
H -1.42513 1.52225 0.88933
H -2.03717 0.59273 -1.48273
H -0.82208 1.70605 -2.14773
H -2.27505 2.29719 -1.18087
*
```

Calculated values
Max |F| (eV Å⁻¹): 6.4
Lowest unoccupied orbital energy (eV): 3.63
Relative energy (zero: lowest compared OMol25 entry of this formula, charge and spin) (kJ/mol): 178.0
HOMO-LUMO gap (eV): 5.71
HOMO energy (eV): -2.086
Total energy (eV): -8478.096

***

Entry 2:
The following is a quantum chemistry calculation of the molecule C4H6N2O5, from the Open Molecules 2025 dataset.

Geometry as ORCA input:
```
! wB97M-V def2-TZVPD RIJCOSX def2/J DEFGRID3
* xyz 0 1
C 0.82103 0.19498 -0.36603
C 1.66452 1.20026 0.12061
C -2.50561 -0.47731 0.62429
C -0.66300 0.34490 -0.70670
N 2.60967 -0.87629 0.25060
N 1.32977 -1.04428 -0.13669
O 0.98107 -2.22048 -0.30846
O 1.72720 2.38770 0.06466
O 2.89652 0.41850 0.54386
O -0.90770 1.63315 -1.16128
O -1.23887 0.15590 0.54482
H -3.27973 -0.00988 0.16427
H -2.50111 -0.44326 1.67953
H -2.50383 -1.45871 0.24439
H -1.14056 -0.31702 -1.47767
H 3.13981 -1.67271 0.53195
H -0.42919 2.18457 -0.61215
*
```

Calculated values
Max |F| (eV Å⁻¹): 3.3
Lowest unoccupied orbital energy (eV): -0.32
Relative energy (zero: lowest compared OMol25 entry of this formula, charge and spin) (kJ/mol): 0.0
HOMO-LUMO gap (eV): 9.39
HOMO energy (eV): -9.709
Total energy (eV): -17457.179

***

Entry 3:
The following is a quantum chemistry calculation of the molecule C4H6Cl2F2Si, from the Open Molecules 2025 dataset.

Geometry as ORCA input:
```
! wB97M-V def2-TZVPD RIJCOSX def2/J DEFGRID3
* xyz 0 1
C -2.61094 -0.96843 -0.20616
C -1.88455 -1.96389 0.24370
C -3.84462 -1.18513 -0.99522
C -1.54429 1.25306 1.87630
F -0.83448 -1.92792 1.07296
F -2.16344 -3.25052 0.05246
Si -2.26956 0.87054 0.09772
Cl -4.04232 1.92343 0.14286
Cl -1.01493 1.50786 -1.31319
H -4.48552 -0.51201 -0.45878
H -3.65796 -0.84174 -2.07170
H -4.10524 -2.23408 -1.30783
H -1.22194 2.31235 1.69276
H -2.13927 0.94704 2.81543
H -0.60547 0.79428 2.13333
*
```

Calculated values
Max |F| (eV Å⁻¹): 3.5
Lowest unoccupied orbital energy (eV): 0.60
Relative energy (zero: lowest compared OMol25 entry of this formula, charge and spin) (kJ/mol): 0.0
HOMO-LUMO gap (eV): 10.39
HOMO energy (eV): -9.799
Total energy (eV): -42604.816

***

Entry 4:
The following is a quantum chemistry calculation of a structure of composition C41H44AsF5I2IrNPSb, from the Open Molecules 2025 dataset.

Geometry as ORCA input:
```
! wB97M-V def2-TZVPD RIJCOSX def2/J DEFGRID3
* xyz 2 1
Ir 0.21575 0.08657 0.16234
I -2.14599 -1.68667 0.39950
C -3.17358 -0.06782 -0.50971
I -1.84160 1.02976 -1.74934
H -3.51575 0.59059 0.27953
H -3.99180 -0.44204 -1.11390
C 3.97834 2.08995 0.03899
Sb 2.31666 1.31209 -1.03007
C 1.87041 2.92036 -2.33278
C 3.35343 0.06792 -2.40402
H 4.58331 2.62039 -0.69563
H 4.57314 1.29064 0.47483
H 3.64859 2.78087 0.80816
H 2.81433 3.20682 -2.79423
H 1.45359 3.75539 -1.77885
H 1.17394 2.59926 -3.10558
H 4.21053 0.64382 -2.75034
H 2.70755 -0.16461 -3.24846
H 3.69479 -0.85319 -1.93493
C 3.23231 -1.24466 1.44667
C 4.08394 -1.63914 2.63874
As 5.92841 -1.98510 2.00638
C 6.53940 -3.02523 3.52942
C 6.07255 -2.79054 4.81910
C 6.51434 -3.57738 5.87509
C 7.43672 -4.58778 5.65043
C 7.92319 -4.81001 4.36923
C 7.48377 -4.02579 3.31370
C 5.41637 -3.43762 0.80627
C 5.70052 -3.33577 -0.55022
C 5.27373 -4.32348 -1.43314
C 4.55843 -5.41300 -0.95981
C 4.27955 -5.52564 0.39820
C 4.71035 -4.54463 1.27891
P 1.45342 -1.02623 1.81081
C 0.92915 -2.71137 2.20968
C 0.45502 -3.53144 1.18233
C 0.13278 -4.85697 1.42816
C 0.29894 -5.38117 2.70223
C 0.79031 -4.57957 3.72211
C 1.10485 -3.24932 3.48469
C 1.33883 -0.05143 3.33199
C 2.18874 1.04348 3.49201
C 2.08704 1.84821 4.61349
C 1.11956 1.57917 5.57525
C 0.24722 0.51498 5.40425
C 0.35045 -0.29650 4.28272
H 3.26892 -2.04222 0.69516
H 3.60301 -0.33635 0.97243
H 3.70827 -2.55413 3.10096
H 4.11414 -0.86031 3.39738
H 5.36926 -1.98910 5.01390
H 6.14044 -3.39651 6.87446
H 7.79109 -5.18979 6.47639
H 8.65031 -5.59156 4.19317
H 7.87599 -4.19666 2.31751
H 6.27171 -2.49063 -0.91816
H 5.51604 -4.24772 -2.48569
H 4.23275 -6.18541 -1.64474
H 3.74204 -6.38782 0.77267
H 4.51260 -4.65155 2.34007
H 0.36008 -3.13384 0.18088
H -0.24419 -5.48113 0.62810
H 0.05393 -6.41627 2.89843
H 0.92904 -4.99011 4.71322
H 1.47983 -2.64002 4.29471
H 2.93456 1.26842 2.73625
H 2.76077 2.68590 4.73969
H 1.04400 2.20539 6.45441
H -0.51976 0.31856 6.14167
H -0.34570 -1.11452 4.15204
C -0.01411 -3.19133 -4.16827
C 0.98732 -3.37327 -3.01756
C 2.43545 -3.33312 -3.53064
C 0.71481 -4.67634 -2.25118
C 0.80981 -2.25547 -2.07637
N 0.68032 -1.38510 -1.34070
H 0.15851 -3.97268 -4.90723
H 0.11070 -2.22420 -4.65537
H -1.04090 -3.27591 -3.81178
H 2.58294 -4.16110 -4.22281
H 3.14782 -3.43755 -2.71081
H 2.64031 -2.40331 -4.06122
H 0.83245 -5.51383 -2.93770
H -0.30362 -4.69451 -1.85923
H 1.41692 -4.80551 -1.42595
F -2.07729 0.41999 2.45980
C -1.38885 1.57414 2.33135
C -0.37528 1.68459 1.38264
C 0.23841 2.93042 1.41561
F 1.25020 3.23087 0.56114
C -0.08603 3.95940 2.27935
F 0.58781 5.10386 2.23482
C -1.09721 3.78103 3.20108
F -1.41840 4.74118 4.05021
C -1.75335 2.56653 3.22337
F -2.71149 2.34073 4.11397
*
```

Calculated values
Max |F| (eV Å⁻¹): 1.5
Lowest unoccupied orbital energy (eV): -6.80
Relative energy (zero: lowest compared OMol25 entry of this formula, charge and spin) (kJ/mol): 29.4
HOMO-LUMO gap (eV): 5.73
HOMO energy (eV): -12.527
Total energy (eV): -153999.980

***

Entry 5:
The following is a quantum chemistry calculation of a structure of composition C4H9O3PS, from the Open Molecules 2025 dataset.

Geometry as ORCA input:
```
! wB97M-V def2-TZVPD RIJCOSX def2/J DEFGRID3
* xyz 0 1
C 2.07022 -1.05534 1.13773
C -1.83786 -0.70190 -0.84256
C -0.78785 1.84024 -0.14440
C 0.11777 -0.85083 1.32731
O 0.68678 -0.26415 -1.20825
O 3.43367 0.04513 -1.07817
O 1.83950 1.29698 0.32808
P -0.33151 0.08141 -0.15393
S 2.31332 0.05161 -0.16659
H 2.03940 -2.06956 0.65089
H -1.94777 -0.77226 -1.91992
H -1.96048 -1.67982 -0.36961
H -2.77357 -0.10392 -0.45122
H -0.25881 2.48167 0.56399
H -0.46676 2.19435 -1.11671
H -1.91551 1.75736 -0.05580
H 0.13804 -0.46888 2.27712
H -0.35859 -1.78210 1.22202
*
```

Calculated values
Max |F| (eV Å⁻¹): 4.8
Lowest unoccupied orbital energy (eV): 0.37
Relative energy (zero: lowest compared OMol25 entry of this formula, charge and spin) (kJ/mol): 511.9
HOMO-LUMO gap (eV): 9.39
HOMO energy (eV): -9.023
Total energy (eV): -30556.783

***

Entry 6:
The following is a quantum chemistry calculation of the ion C2HNO2S with charge -2, from the Open Molecules 2025 dataset.

Geometry as ORCA input:
```
! wB97M-V def2-TZVPD RIJCOSX def2/J DEFGRID3
* xyz -2 1
C -0.09438 -0.86961 1.01477
C 0.12348 0.83961 -1.07400
N -0.20886 -0.45516 -0.70276
O 1.14903 1.43924 -0.66357
O -0.67880 1.27290 -1.95582
S -0.60575 -2.20680 1.82273
H 0.31527 -0.02018 1.55866
*
```

Calculated values
Max |F| (eV Å⁻¹): 7.7
Lowest unoccupied orbital energy (alpha / beta) (eV): 5.88 / 5.89
Relative energy (zero: lowest compared OMol25 entry of this formula, charge and spin) (kJ/mol): 329.6
HOMO-LUMO gap (alpha / beta) (eV): 4.60 / 4.31
HOMO energy (alpha / beta) (eV): 1.285 / 1.585
Total energy (eV): -18506.785